126
Properties=species:S:1:pos:R:3:lowdin_charge:R:1 method="wB97M-V/def2-TZVPD" orbital_gap_ev=9.18 max_force_ev_per_a=4.98 total_charge=-1 e_homo_ev=-7.94
O 4.300 -0.636 3.508 0.084
C 3.541 -1.096 2.628 -0.265
O 2.715 -0.380 1.762 0.185
B 2.125 -1.252 0.726 -0.858
O 2.623 -2.573 1.119 0.237
C 3.399 -2.589 2.140 -0.406
O 4.086 -3.486 2.602 0.116
O 2.520 -1.026 -0.684 0.242
C 1.497 -0.715 -1.397 -0.377
O 1.505 -0.472 -2.623 0.086
C 0.274 -0.623 -0.435 -0.352
O 0.657 -1.099 0.705 0.233
O -0.899 -0.224 -0.693 0.065
C 7.119 -3.656 7.021 0.057
N 5.941 -4.522 7.430 -0.456
O 4.830 -3.977 7.299 0.040
O 6.136 -5.608 7.889 0.068
H 7.333 -4.169 6.083 0.102
H 7.824 -3.950 7.799 0.090
H 6.903 -2.589 6.980 0.098
C 2.241 -0.722 -8.438 0.038
N 1.342 -1.629 -9.206 -0.445
O 0.143 -1.639 -8.908 0.049
O 1.831 -2.362 -10.037 0.061
H 3.043 -0.305 -9.046 0.095
H 2.473 -1.313 -7.551 0.109
H 1.731 0.200 -8.157 0.093
C -4.499 3.466 -3.738 0.064
N -4.455 2.869 -5.182 -0.435
O -3.404 2.706 -5.780 0.052
O -5.535 2.694 -5.658 0.060
H -4.606 2.795 -2.885 0.090
H -5.392 4.088 -3.667 0.086
H -3.552 3.997 -3.645 0.083
C -0.992 -4.963 4.493 0.069
N -1.941 -6.096 4.104 -0.440
O -1.590 -7.258 4.159 0.057
O -3.106 -5.784 3.852 0.024
H -0.999 -4.283 3.641 0.094
H -0.029 -5.469 4.562 0.094
H -1.408 -4.600 5.432 0.101
C 7.999 3.264 2.864 0.035
N 8.658 3.944 3.999 -0.442
O 8.052 4.938 4.474 0.031
O 9.647 3.390 4.410 0.072
H 8.686 2.491 2.520 0.097
H 7.858 3.954 2.032 0.098
H 7.038 2.987 3.298 0.109
C 1.151 1.195 7.649 0.052
N 0.843 0.001 8.540 -0.446
O 1.089 0.145 9.742 0.035
O 0.457 -1.013 8.045 0.078
H 1.962 0.933 6.970 0.099
H 1.385 2.081 8.238 0.091
H 0.249 1.359 7.059 0.091
C 7.057 -3.242 -2.017 0.041
N 7.731 -4.351 -2.764 -0.385
O 7.793 -5.500 -2.255 0.031
O 8.259 -4.104 -3.895 0.016
H 7.680 -3.047 -1.144 0.100
H 6.150 -3.626 -1.549 0.098
H 6.847 -2.368 -2.633 0.099
C 0.572 7.110 -7.922 -0.106
O 1.174 6.386 -6.848 -0.189
C 0.274 5.778 -6.039 -0.231
C 1.073 5.207 -4.796 -0.150
O 1.428 6.174 -3.777 -0.185
C 2.452 7.101 -4.191 -0.108
H -0.043 6.586 -8.653 0.085
H 1.312 7.628 -8.532 0.082
H -0.053 7.966 -7.669 0.081
H -0.080 4.912 -6.598 0.123
H -0.531 6.479 -5.820 0.125
H 1.966 4.707 -5.170 0.116
H 0.575 4.389 -4.277 0.119
H 2.052 8.053 -4.540 0.078
H 3.068 6.742 -5.016 0.079
H 3.116 7.297 -3.350 0.080
C -5.122 4.014 5.057 -0.138
O -3.917 4.099 4.389 -0.199
C -3.410 3.018 3.565 -0.149
C -1.975 3.268 2.979 -0.161
O -1.759 4.517 2.251 -0.172
C -2.189 4.497 0.887 -0.115
H -5.227 4.684 5.911 0.087
H -5.287 2.981 5.364 0.080
H -5.892 4.250 4.322 0.082
H -4.091 2.807 2.741 0.109
H -3.393 2.128 4.194 0.115
H -1.535 2.446 2.416 0.117
H -1.204 3.023 3.709 0.111
H -3.189 4.104 0.705 0.068
H -1.726 3.694 0.312 0.080
H -2.172 5.452 0.363 0.087
C 1.210 -7.223 -0.690 -0.091
O -0.245 -6.926 -0.751 -0.187
C -0.511 -5.498 -0.729 -0.170
C -2.020 -5.240 -1.065 -0.200
O -2.322 -5.596 -2.395 -0.171
C -2.448 -4.489 -3.235 -0.121
H 1.853 -6.544 -0.130 0.073
H 1.670 -7.205 -1.678 0.075
H 1.605 -8.152 -0.281 0.073
H 0.109 -5.130 -1.546 0.117
H -0.206 -5.043 0.214 0.115
H -2.229 -4.216 -0.754 0.115
H -2.668 -5.777 -0.373 0.121
H -2.541 -4.837 -4.263 0.091
H -1.695 -3.723 -3.049 0.089
H -3.384 -3.977 -3.013 0.079
C -8.008 1.541 -0.033 -0.112
O -7.483 0.838 -1.145 -0.168
C -7.760 -0.532 -1.095 -0.218
C -6.892 -1.190 -0.038 -0.220
O -7.118 -0.838 1.331 -0.185
C -6.208 -1.620 2.185 -0.081
H -8.614 2.400 -0.322 0.079
H -7.176 2.004 0.497 0.083
H -8.573 0.952 0.690 0.086
H -7.529 -0.953 -2.073 0.130
H -8.809 -0.764 -0.912 0.123
H -5.868 -1.033 -0.377 0.127
H -6.951 -2.277 -0.072 0.115
H -5.958 -2.636 1.880 0.078
H -6.593 -1.817 3.186 0.081
H -5.219 -1.171 2.278 0.083